A molecular structure, C38H40Cl2N10O6Tl at a distorted geometry, computed with ωB97M-V/def2-TZVPD.

Each line ends with the Löwdin charge.
CARTESIAN COORDINATES (ANGSTROEM)
Tl (1.7618, 1.5399, 0.2110)  1.121
C (0.9296, -0.3072, 2.9709)  -0.021
N (2.2095, -0.9694, 2.9861)  -0.079
C (2.4466, -1.9898, 3.9918)  -0.105
C (3.9435, -2.2520, 3.8646)  -0.108
N (4.3129, -1.5720, 2.6264)  -0.073
C (5.7328, -1.2942, 2.4421)  -0.030
C (3.2678, -0.8227, 2.1457)  -0.317
N (3.2305, -0.1383, 1.0373)  0.031
C (4.3881, 0.0778, 0.1841)  -0.215
C (4.1107, 0.0811, -1.3299)  -0.217
N (2.8924, 0.7431, -1.7547)  0.031
C (2.6598, 1.0241, -3.0052)  -0.316
N (3.4587, 0.8731, -4.0971)  -0.067
C (4.7290, 0.2118, -4.3178)  -0.024
C (2.8018, 1.3311, -5.3163)  -0.102
C (1.4627, 1.8815, -4.8339)  -0.101
N (1.4655, 1.5305, -3.4226)  -0.083
C (0.3595, 1.9234, -2.5911)  -0.067
H (0.5419, -0.3124, 3.9885)  0.106
H (0.2083, -0.8160, 2.3277)  0.083
H (1.0308, 0.7359, 2.6776)  0.048
H (1.8478, -2.8822, 3.7830)  0.128
H (2.1712, -1.6176, 4.9791)  0.128
H (4.1738, -3.3154, 3.8001)  0.127
H (4.4945, -1.8309, 4.7096)  0.126
H (6.2451, -1.5011, 3.3802)  0.094
H (5.9065, -0.2490, 2.1968)  0.095
H (6.1721, -1.9332, 1.6745)  0.093
H (5.1510, -0.6853, 0.3179)  0.097
H (4.8190, 1.0513, 0.4311)  0.112
H (4.1031, -0.9552, -1.6928)  0.119
H (4.9921, 0.5800, -1.7396)  0.120
H (5.1688, -0.1714, -3.4086)  0.061
H (5.4303, 0.9158, -4.7702)  0.104
H (4.5890, -0.6214, -5.0122)  0.100
H (2.6820, 0.4960, -6.0120)  0.128
H (3.4103, 2.0923, -5.8077)  0.131
H (0.6136, 1.4115, -5.3331)  0.129
H (1.3838, 2.9637, -4.9619)  0.110
H (-0.3994, 2.3723, -3.2264)  0.100
H (0.6472, 2.6863, -1.8579)  0.016
H (-0.0775, 1.0635, -2.0842)  0.067
O (5.3811, 5.2791, 3.9437)  0.165
C (4.6592, 4.6605, 3.2109)  -0.253
C (4.9561, 4.2669, 1.7824)  -0.285
O (5.9599, 4.4889, 1.1453)  0.121
C (3.7640, 3.5449, 1.3047)  -0.354
C (2.8161, 3.4291, 2.3429)  -0.331
O (1.7208, 2.7859, 2.2090)  -0.124
C (3.3063, 4.0856, 3.5670)  -0.285
O (2.7334, 4.1412, 4.6297)  0.123
O (3.5957, 3.0196, 0.1586)  -0.123
C (-11.0802, -4.6391, 0.2473)  -0.065
O (-9.8296, -5.2214, -0.0869)  -0.063
C (-8.7331, -4.4457, -0.0350)  -0.277
C (-8.7247, -3.1097, 0.3590)  -0.008
C (-7.5351, -2.4020, 0.3690)  -0.023
C (-6.3358, -2.9987, -0.0097)  -0.162
C (-6.3562, -4.3430, -0.4018)  -0.011
C (-7.5315, -5.0530, -0.4142)  0.017
C (-5.0716, -2.2786, -0.0113)  -0.243
N (-3.9053, -2.7973, -0.3330)  0.192
C (-2.9988, -1.7931, -0.1872)  -0.171
C (-3.6181, -0.6270, 0.2346)  -0.123
N (-4.9436, -0.9569, 0.3385)  0.188
C (-2.9073, 0.5704, 0.5154)  -0.057
C (-3.4815, 1.7591, 0.9992)  0.026
C (-2.6795, 2.8362, 1.2762)  -0.007
C (-1.3033, 2.7251, 1.0567)  -0.101
N (-0.7535, 1.6261, 0.5808)  0.072
C (-1.5080, 0.5462, 0.3144)  -0.146
C (-0.8539, -0.6567, -0.1548)  -0.171
N (0.4755, -0.6228, -0.3296)  0.054
C (1.1126, -1.7020, -0.7284)  -0.102
C (0.4607, -2.9107, -0.9954)  -0.010
C (-0.9005, -2.9747, -0.8288)  0.033
C (-1.5892, -1.8324, -0.3980)  -0.061
H (-11.8207, -5.4201, 0.1067)  0.097
H (-11.3103, -3.7970, -0.4098)  0.098
H (-11.0960, -4.3059, 1.2877)  0.098
H (-9.6361, -2.6110, 0.6554)  0.107
H (-7.5673, -1.3647, 0.6808)  0.106
H (-5.4266, -4.8075, -0.6995)  0.114
H (-7.5609, -6.0897, -0.7218)  0.126
H (-5.6944, -0.3521, 0.6185)  0.150
H (-4.5501, 1.8113, 1.1647)  0.122
H (-3.0917, 3.7584, 1.6593)  0.122
H (-0.6332, 3.5432, 1.2879)  0.078
H (2.1832, -1.6078, -0.8372)  0.093
H (1.0283, -3.7678, -1.3286)  0.115
H (-1.4683, -3.8764, -1.0174)  0.128
Cl (0.5742, 5.4194, -3.0865)  0.549
C (1.4705, 5.9477, -1.6557)  -0.931
Cl (1.1376, 4.9283, -0.2400)  0.642
H (1.1611, 6.9576, -1.4182)  0.034
H (2.5308, 5.8850, -1.8684)  0.040

Properties
Highest occupied orbital energy   -9.2 eV
Total charge   +1
Energy   -96973.76012 eV
Lowest unoccupied orbital energy   -3.6 eV